Arrangement 1

{
  "formula": "C5H9NO2",
  "method": "ωB97M-V with the def2-TZVPD basis set",
  "homo_lumo_gap_ev": 9.05,
  "smiles": "[H]/N=C(\\OC)C(=C)OC",
  "elements": ["C", "C", "C", "C", "C", "O", "O", "N", "H", "H", "H", "H", "H", "H", "H", "H", "H"],
  "positions_angstrom": [[-0.6472, 2.2404, -0.0218], [1.3535, -0.9608, -1.5279], [-0.0999, -0.0149, 0.7786], [-0.3639, -1.2517, 0.0465], [-1.2120, -1.8185, 0.9347], [-1.0347, 0.8890, 0.0892], [0.2470, -1.7165, -1.0400], [0.9220, 0.2782, 1.4573], [0.8684, 1.1608, 1.9528], [-0.2674, 2.6291, 0.9358], [0.1143, 2.3857, -0.7838], [-1.5436, 2.8107, -0.2902], [2.1350, -0.8698, -0.7703], [1.7469, -1.5305, -2.3781], [1.0278, 0.0458, -1.8244], [-1.1382, -2.8825, 1.0872], [-2.1079, -1.3945, 1.3542]]
}

---

Arrangement 2

{
  "formula": "C5H9NO2",
  "method": "ωB97M-V with the def2-TZVPD basis set",
  "homo_lumo_gap_ev": [9.18, 6.90],
  "elements": ["C", "C", "C", "C", "C", "N", "O", "O", "H", "H", "H", "H", "H", "H", "H", "H", "H"],
  "positions_angstrom": [[1.7436, -0.9429, 0.3098], [0.4396, -0.3939, -0.0477], [2.9320, -0.4881, -0.3283], [-2.3048, 0.8291, 0.3686], [-1.9675, -0.2211, -0.7494], [-0.9883, -1.0713, -0.1211], [0.4301, 0.6987, -0.6387], [-1.1641, -2.2771, 0.0850], [1.8300, -1.6940, 1.1255], [2.8207, -0.9075, -1.2742], [3.8123, -0.8502, 0.1619], [3.1461, 0.6536, -0.2879], [-2.9832, 1.5643, -0.0292], [-2.6831, 0.2442, 1.1895], [-1.4202, 1.3697, 0.6643], [-2.7820, -0.7573, -1.0235], [-1.4538, 0.3824, -1.6004]]
}

---

Arrangement 3

{
  "formula": "C5H9NO2",
  "method": "ωB97M-V with the def2-TZVPD basis set",
  "homo_lumo_gap_ev": 7.82,
  "smiles": "C/C=N\\C(C)=C(O)O",
  "elements": ["C", "C", "C", "C", "C", "O", "O", "N", "H", "H", "H", "H", "H", "H", "H", "H", "H"],
  "positions_angstrom": [[-0.7740, 1.6334, 1.3835], [-0.2179, -0.5719, -2.0584], [0.9472, -0.0928, 0.6241], [-0.3779, 0.3291, 0.7663], [-0.8887, -1.1287, -0.8321], [1.9429, 0.8173, 0.7712], [1.4352, -1.3543, 0.8930], [-1.3143, -0.4785, 0.2345], [0.7390, -2.0059, 0.7549], [2.7449, 0.3533, 1.0489], [-1.4246, -2.0595, -1.0293], [-0.0275, 1.9640, 2.1037], [-0.8776, 2.4086, 0.6208], [-1.7422, 1.5132, 1.8681], [-0.9377, -0.5294, -2.8814], [0.1788, 0.4271, -1.8845], [0.5945, -1.2251, -2.3832]]
}

---

Which of them is most stable, and which least? Most stable: arrangement 3; least stable: arrangement 2.

---

Arrangement 1

{
  "formula": "CNO4S",
  "method": "ωB97M-V with the def2-TZVPD basis set",
  "charge": -1,
  "homo_lumo_gap_ev": 8.55,
  "elements": ["C", "N", "O", "O", "O", "O", "S"],
  "positions_angstrom": [[-1.3693, -0.2799, -0.1719], [1.2754, 0.1249, 0.2085], [2.2135, 0.6404, 0.7914], [-1.5151, -1.4343, -0.3977], [1.2232, -0.1671, -0.9855], [0.1946, -0.0157, 0.8899], [-2.0224, 1.1317, -0.3346]]
}

---

Arrangement 2

{
  "formula": "CNO4S",
  "method": "ωB97M-V with the def2-TZVPD basis set",
  "charge": -1,
  "homo_lumo_gap_ev": [5.30, 7.01],
  "elements": ["C", "N", "O", "O", "O", "O", "S"],
  "positions_angstrom": [[-2.4173, -0.1218, -0.3452], [2.4191, 0.2341, 0.0919], [-2.0574, 0.8365, -0.8830], [2.4329, 1.4489, 0.2812], [-3.2321, -0.8096, 0.2311], [3.3554, -0.5254, -0.0148], [-0.5005, -1.0626, 0.6389]]
}

---

Which of them is most stable, and which least? Most stable: arrangement 1; least stable: arrangement 2.

---

Arrangement 1

{
  "formula": "C3H7O3",
  "method": "ωB97M-V with the def2-TZVPD basis set",
  "charge": -1,
  "homo_lumo_gap_ev": 8.06,
  "elements": ["C", "C", "O", "O", "H", "H", "H", "C", "O", "H", "H", "H", "H"],
  "positions_angstrom": [[0.5926, 1.2772, 2.1917], [0.5390, 1.3411, 0.6432], [0.8044, 2.4384, 0.1105], [0.2748, 0.2492, 0.0718], [1.6096, 0.9675, 2.4472], [-0.0489, 0.4389, 2.4865], [0.2647, 2.1458, 2.7589], [-1.0501, -1.8400, -0.7991], [-0.8483, -2.5608, -2.0634], [0.0970, -2.4383, -2.2383], [-0.4324, -2.2037, 0.0160], [-0.8335, -0.7821, -0.9679], [-2.0564, -2.1762, -0.5331]]
}

---

Arrangement 2

{
  "formula": "C3H7O3",
  "method": "ωB97M-V with the def2-TZVPD basis set",
  "charge": -1,
  "homo_lumo_gap_ev": 7.72,
  "elements": ["C", "C", "O", "O", "H", "H", "H", "C", "O", "H", "H", "H", "H"],
  "positions_angstrom": [[1.2752, -0.6404, -1.4325], [-0.1484, -1.2624, -1.6647], [-0.2061, -2.2412, -2.4341], [-1.0566, -0.8023, -0.9219], [1.9393, -1.4970, -1.5728], [1.3141, -0.2207, -0.4339], [1.5940, 0.0772, -2.1931], [-0.6857, 0.7213, 1.8266], [-1.1221, 2.0479, 2.1582], [-1.2918, 2.5681, 1.3665], [-1.3343, -0.0086, 2.3011], [-0.5955, 0.6553, 0.7489], [0.3178, 0.6028, 2.2518]]
}

---

Arrangement 3

{
  "formula": "C3H7O3",
  "method": "ωB97M-V with the def2-TZVPD basis set",
  "charge": -1,
  "homo_lumo_gap_ev": 8.35,
  "elements": ["C", "C", "O", "O", "H", "H", "H", "C", "O", "H", "H", "H", "H"],
  "positions_angstrom": [[-1.3555, -1.7062, -0.7842], [0.0537, -1.2160, -0.1772], [0.0692, -1.1485, 1.0727], [0.9328, -0.9979, -1.0292], [-1.1365, -1.9027, -1.8203], [-2.0687, -0.8674, -0.7477], [-1.9346, -2.5352, -0.3572], [0.3246, 2.5180, -0.0915], [0.1873, 2.0083, 1.2422], [0.1150, 1.0654, 1.2028], [1.3994, 2.6548, -0.2815], [-0.1257, 1.7827, -0.7677], [-0.1918, 3.4830, -0.0952]]
}

---

Which of them is most stable, and which least? Most stable: arrangement 3; least stable: arrangement 1.

---

Arrangement 1

{
  "formula": "C3H7O3",
  "method": "ωB97M-V with the def2-TZVPD basis set",
  "charge": -1,
  "homo_lumo_gap_ev": 8.57,
  "elements": ["O", "C", "O", "H", "H", "C", "O", "C", "H", "H", "H", "H", "H"],
  "positions_angstrom": [[-0.7840, 2.7339, -2.1169], [-1.2300, 2.0766, -1.1223], [-1.3893, 0.7814, -0.9885], [-1.5049, 2.7931, -0.2523], [-1.2783, -0.5800, 0.1314], [0.2844, -1.1519, 1.1073], [-1.0327, -1.3706, 0.6084], [1.3636, -0.7430, -0.1034], [0.3398, -0.4672, 2.0150], [0.6339, -2.1714, 1.5044], [1.8663, 0.0247, 0.5333], [2.0325, -1.5318, -0.4152], [0.6985, -0.3937, -0.9012]]
}

---

Arrangement 2

{
  "formula": "C3H7O3",
  "method": "ωB97M-V with the def2-TZVPD basis set",
  "charge": -1,
  "homo_lumo_gap_ev": 7.95,
  "elements": ["C", "O", "H", "H", "H", "H", "O", "C", "O", "C", "H", "H", "H"],
  "positions_angstrom": [[0.5774, 1.8659, 0.8367], [0.7476, 3.3015, 0.7261], [0.6479, 1.3931, -0.1291], [1.4043, 1.5200, 1.4622], [-0.3556, 1.6280, 1.3462], [-0.0757, 3.6457, 0.3701], [-0.9501, -0.1835, -0.5611], [-0.0897, -1.0978, -0.6584], [1.1489, -0.9651, -0.7721], [-0.6544, -2.5342, -0.6531], [0.1016, -3.2327, -1.0032], [-0.9812, -2.7855, 0.3569], [-1.5211, -2.5554, -1.3211]]
}

---

Arrangement 3

{
  "formula": "C3H7O3",
  "method": "ωB97M-V with the def2-TZVPD basis set",
  "charge": -1,
  "homo_lumo_gap_ev": 7.61,
  "elements": ["C", "O", "H", "H", "H", "H", "C", "C", "O", "O", "H", "H", "H"],
  "positions_angstrom": [[1.7387, 1.2945, 1.8964], [1.7683, 2.0931, 0.6914], [1.8084, 1.3899, 0.0223], [0.9614, 1.7022, 2.5411], [2.7209, 1.3406, 2.3564], [1.3349, 0.3016, 1.6533], [-0.8581, 0.3848, -0.9162], [-1.0397, -1.1368, -0.7516], [0.0577, -1.7348, -0.5948], [-2.1997, -1.6067, -0.7804], [-0.1442, 0.7110, -0.1868], [-1.7865, 0.9844, -0.8569], [-0.5435, 0.5909, -1.9426]]
}

---

Which of them is most stable, and which least? Most stable: arrangement 2; least stable: arrangement 1.